{
  "formula": "C14H19Cl17IN3S",
  "method": "ωB97M-V with the def2-TZVPD basis set",
  "total_charge": 0,
  "energy_ha": -9228.21968,
  "largest_force_ev_per_a": 2.64,
  "gap_ev": 7.727,
  "elements": ["N", "C", "C", "Cl", "C", "I", "C", "C", "N", "S", "N", "C", "H", "H", "H", "C", "Cl", "Cl", "H", "H", "C", "Cl", "Cl", "H", "H", "C", "Cl", "Cl", "H", "H", "C", "Cl", "Cl", "H", "H", "C", "Cl", "Cl", "H", "H", "C", "Cl", "Cl", "H", "H", "C", "Cl", "Cl", "H", "H", "C", "Cl", "Cl", "H", "H"],
  "coordinates": [[3.611, -1.784, 1.151], [2.248, -1.612, 1.264], [1.397, -2.716, 1.297], [2.161, -4.301, 1.125], [-0.042, -2.652, 1.461], [-1.222, -4.406, 1.558], [-0.686, -1.447, 1.578], [0.136, -0.270, 1.544], [-0.399, 0.972, 1.685], [0.925, 1.910, 1.576], [2.169, 0.896, 1.365], [1.578, -0.328, 1.389], [4.110, -1.412, 0.365], [4.106, -2.368, 1.801], [-1.768, -1.400, 1.719], [7.474, -2.629, 1.626], [6.400, -3.841, 2.333], [6.679, -1.743, 0.319], [7.765, -1.925, 2.398], [8.351, -3.128, 1.227], [3.386, -0.878, 5.228], [2.896, -0.155, 3.693], [3.877, -2.567, 5.013], [4.224, -0.318, 5.632], [2.549, -0.842, 5.918], [-1.155, 4.189, -0.747], [-2.606, 4.633, -1.654], [-1.536, 3.801, 0.933], [-0.704, 3.319, -1.213], [-0.462, 5.023, -0.766], [-1.884, 1.872, -3.921], [-2.033, 0.318, -4.734], [-0.187, 2.234, -3.555], [-2.277, 2.649, -4.568], [-2.446, 1.841, -2.996], [-5.892, 1.376, -2.461], [-5.172, -0.036, -3.248], [-4.669, 2.465, -1.799], [-6.483, 1.918, -3.193], [-6.528, 1.035, -1.651], [-7.323, -1.007, -6.131], [-8.280, -0.446, -4.755], [-8.090, -2.381, -6.936], [-7.224, -0.195, -6.842], [-6.345, -1.311, -5.774], [-0.855, -2.863, -2.288], [-0.443, -1.147, -2.292], [-2.570, -3.137, -1.944], [-0.629, -3.273, -3.267], [-0.263, -3.366, -1.528], [2.787, 4.415, 4.679], [3.946, 3.269, 5.363], [2.155, 3.850, 3.123], [1.959, 4.530, 5.369], [3.284, 5.369, 4.532]]
}